This record from OMol25 describes a molecular structure, C19H23N7O2RhS. The level of theory is the ωB97M-V functional and the def2-TZVPD basis.

Geometry as XYZ:
```
53
Properties=species:S:1:pos:R:3
Rh 0.00883 0.51853 0.66009
N 3.06613 0.35333 3.81319
C 2.29443 0.45203 2.71379
S 0.53473 0.50313 2.90899
N 2.80473 0.48393 1.52509
N 1.96373 0.53683 0.50289
C 2.46803 0.64723 -0.74941
C 1.54863 0.83603 -1.77171
C 1.88043 1.10133 -3.12651
C 0.88913 1.37853 -4.02171
C -0.45187 1.37973 -3.58661
C -0.72677 1.09793 -2.26561
N 0.22153 0.80833 -1.37991
H 2.64673 0.50573 4.71489
H 4.04553 0.56353 3.71009
H 3.53683 0.60903 -0.90501
H 2.92353 1.10563 -3.40021
H 1.12073 1.60423 -5.05121
H -1.25437 1.60553 -4.26551
H -1.75097 1.08703 -1.90881
O -3.88577 1.52913 0.12179
C -2.71067 1.53573 0.42049
O -2.00157 0.51443 0.70799
C -1.95087 2.87433 0.44639
C -2.61787 4.08023 0.28769
C -1.87397 5.24723 0.36959
C -0.50967 5.17133 0.61599
C 0.07633 3.92223 0.74279
N -0.64317 2.81703 0.65029
H -3.68257 4.07393 0.10739
H -2.35827 6.20373 0.24349
H 0.09793 6.05683 0.70999
H 1.13503 3.80193 0.93149
C -0.17257 -2.62967 1.71989
C -0.25327 -4.18077 1.54569
N -0.41897 -4.47007 0.14549
C 0.71643 -4.00917 -0.60761
C 0.82893 -2.46007 -0.43831
N -0.26287 -2.00327 0.40779
C -1.53867 -2.33287 -0.20951
C -1.63747 -3.88687 -0.35081
H 0.76993 -2.34637 2.19229
H -0.99107 -2.26157 2.33879
H -1.09827 -4.59177 2.09889
H 0.65853 -4.66057 1.90399
H 0.58253 -4.27917 -1.65561
H 1.61453 -4.50047 -0.23301
H 0.76253 -1.96267 -1.40711
H 1.78033 -2.19517 0.02639
H -1.59357 -1.85297 -1.18781
H -2.34377 -1.93237 0.40799
H -1.77277 -4.17097 -1.39501
H -2.47507 -4.27877 0.22529
```

net charge = +1
2S+1 = 1
E_LUMO = -4.414 eV
total energy = -48440.2911 eV